Computed, not measured: 3 unconnected molecules or ions with the total composition C28H41N6O6, with ωB97M-V/def2-TZVPD.

Total charge: +1
Kohn-Sham gap (Ha): 0.307

Element x y z (Å)
C1 4.344 2.596 1.631
N1 3.137 3.446 1.637
C2 2.008 2.849 0.914
N2 1.831 1.456 1.301
C3 1.462 1.137 2.533
N3 1.196 1.969 3.525
N4 1.390 -0.203 2.644
C4 1.733 -0.657 1.460
O1 1.778 -1.925 1.188
C5 3.089 -2.516 1.451
C6 3.005 -4.037 1.590
C7 4.417 -4.492 2.053
C8 1.883 -4.484 2.582
C9 1.809 -3.614 3.858
C10 2.130 -5.991 2.920
N5 1.988 0.310 0.591
C11 2.360 0.325 -0.832
C12 2.060 -0.974 -1.593
C13 0.578 -1.430 -1.531
C14 -0.444 -0.294 -1.324
N6 -1.744 -0.940 -0.925
C15 -2.250 -0.229 0.209
C16 -2.460 -1.017 1.501
O2 -2.549 0.929 0.198
H1 4.447 1.996 2.540
H2 5.208 3.273 1.616
H3 4.448 1.992 0.713
H4 3.388 4.292 1.135
H5 2.116 2.975 -0.172
H6 1.105 3.401 1.216
H7 1.147 2.967 3.393
H8 1.010 1.547 4.423
H9 3.739 -2.267 0.599
H10 3.490 -2.097 2.383
H11 2.748 -4.516 0.635
H12 4.776 -5.366 1.506
H13 5.157 -3.693 1.881
H14 4.427 -4.662 3.134
H15 0.903 -4.461 2.084
H16 1.547 -4.212 4.737
H17 1.121 -2.768 3.758
H18 2.812 -3.200 4.049
H19 2.551 -6.472 2.030
H20 2.853 -6.018 3.744
H21 1.204 -6.498 3.201
H22 3.408 0.647 -0.893
H23 1.771 1.116 -1.318
H24 2.728 -1.770 -1.246
H25 2.323 -0.791 -2.642
H26 0.383 -2.220 -0.802
H27 0.349 -1.878 -2.508
H28 -0.195 0.395 -0.513
H29 -0.664 0.228 -2.266
H30 -2.399 -0.909 -1.705
H31 -1.733 -1.831 1.600
H32 -2.414 -0.360 2.374
H33 -3.471 -1.445 1.466
C17 -1.851 6.545 -2.335
C18 -2.235 6.619 -1.062
C19 -2.581 5.399 -0.291
O3 -2.930 5.464 0.869
C20 -2.483 4.095 -0.992
C21 -2.099 4.022 -2.265
C22 -1.753 5.241 -3.036
O4 -1.400 5.173 -4.194
H34 -1.595 7.423 -2.914
H35 -2.312 7.561 -0.534
H36 -2.739 3.214 -0.415
H37 -2.022 3.079 -2.793
C23 -5.030 -1.348 -4.763
C24 -6.313 -1.050 -4.951
C25 -6.971 0.035 -4.182
O5 -8.139 0.307 -4.349
C26 -6.142 0.776 -3.197
C27 -4.860 0.476 -3.012
C28 -4.207 -0.608 -3.782
O6 -3.030 -0.881 -3.612
H38 -4.531 -2.136 -5.313
H39 -6.932 -1.579 -5.664
H40 -6.639 1.564 -2.646
H41 -4.239 1.004 -2.297

Atom charges from the Mulliken analysis, given in e for atoms 1 to 8: number 1, C, carries -0.6127; number 2, N, carries -0.2735; number 3, C, carries -1.3246; number 4, N, carries 0.0280; number 5, C, carries 0.2817; number 6, N, carries -0.3213; number 7, N, carries -0.4769; number 8, C, carries -0.3014